[1]
{
  "formula": "C8H16OS",
  "method": "the ωB97M-V functional and the def2-TZVPD basis",
  "elements": ["S", "C", "C", "C", "C", "C", "H", "H", "H", "H", "H", "H", "H", "H", "H", "H", "O", "C", "C", "C", "H", "H", "H", "H", "H", "H"],
  "xyz": [[-1.05538, -0.64810, -1.18115], [0.55199, -0.02895, -1.74463], [-0.43116, -1.77291, 0.09542], [1.49118, -1.14958, -2.17916], [0.56958, -2.78438, -0.45427], [1.81479, -2.10916, -1.03236], [0.33130, 0.65845, -2.58381], [1.01110, 0.56744, -0.93286], [-1.32360, -2.27709, 0.51352], [0.02856, -1.17546, 0.90607], [1.02172, -1.70858, -3.01138], [2.42889, -0.70203, -2.56107], [0.86765, -3.47142, 0.36094], [0.07487, -3.38815, -1.23925], [2.31933, -1.54283, -0.22603], [2.51916, -2.88435, -1.39071], [0.49009, 1.76690, 1.93127], [-0.63348, 2.20975, 1.75723], [-1.82876, 1.67550, 2.51219], [-0.90981, 3.32403, 0.77433], [-1.52196, 0.86574, 3.19540], [-2.57899, 1.27692, 1.80871], [-2.29552, 2.47912, 3.10627], [-1.61574, 2.98262, -0.00137], [-1.35020, 4.19191, 1.29339], [0.02439, 3.64461, 0.28331]],
  "forces_ev_per_a": [[0.117, 0.018, 0.080], [0.071, 0.515, -0.101], [-0.236, -0.030, 0.473], [0.099, -0.028, -0.318], [-0.071, -0.326, -0.002], [0.265, -0.115, 0.032], [0.125, -0.327, 0.399], [-0.194, -0.223, -0.300], [0.439, 0.230, -0.189], [-0.187, -0.209, -0.313], [0.214, 0.219, 0.298], [-0.373, -0.186, 0.118], [-0.131, 0.242, -0.334], [0.202, 0.198, 0.320], [-0.102, -0.234, -0.276], [-0.255, 0.366, 0.211], [-0.858, 0.303, -0.166], [0.643, -0.306, 0.048], [-0.111, -0.373, 0.356], [0.264, 0.302, -0.343], [-0.059, 0.380, -0.331], [0.233, 0.251, 0.201], [0.095, -0.237, -0.296], [0.151, 0.111, 0.348], [0.040, -0.343, -0.184], [-0.381, -0.200, 0.269]],
  "nbo_charge": [0.175, -0.537, -0.537, -0.412, -0.412, -0.399, 0.228, 0.217, 0.228, 0.216, 0.204, 0.210, 0.210, 0.204, 0.199, 0.211, -0.552, 0.599, -0.726, -0.726, 0.235, 0.237, 0.230, 0.238, 0.229, 0.235],
  "spin_multiplicity": 1,
  "max_force_ha_per_bohr": 0.0180,
  "homo_ev": -8.44,
  "smiles": "C1CCSCC1.CC(C)=O",
  "lumo_ev": 0.784,
  "charge": 0,
  "e_above_lowest_kj_mol": 0.0,
  "mol_weight_g_mol": 160.28
}

---

[2]
{
  "formula": "CBrClNO5S",
  "method": "the ωB97M-V functional and the def2-TZVPD basis",
  "elements": ["C", "N", "O", "O", "O", "O", "O", "S", "Cl", "Br"],
  "xyz": [[1.24345, 0.46579, 0.03138], [0.21603, 0.67131, 0.76912], [-2.01495, -1.84959, -0.06004], [-0.28292, 1.76876, 1.00947], [-0.40179, -0.43962, 1.16813], [-1.73793, 0.46811, -0.78515], [-0.01198, -1.15558, -1.21746], [-1.13655, -0.76903, -0.40261], [1.83288, 1.85047, -0.74728], [2.29377, -1.01062, 0.23446]],
  "forces_ev_per_a": [[6.050, 0.610, -4.987], [-3.384, 0.991, 5.358], [-0.338, -0.202, 0.254], [-0.519, 2.106, 1.008], [-1.835, -0.986, -1.418], [-0.347, 0.604, 0.022], [-0.233, -0.117, -0.493], [-1.605, -2.391, -0.216], [0.454, -0.060, -0.407], [1.757, -0.554, 0.880]],
  "mulliken_spin": [0.740, 0.368, 0.017, 0.605, 0.001, -0.001, 0.043, 0.028, 0.079, 0.119],
  "spin_multiplicity": 3,
  "max_force_ha_per_bohr": 0.1529,
  "homo_ev": [-2.49, -6.09],
  "s_squared": 2.007,
  "lumo_ev": [3.093, 1.988],
  "charge": -1,
  "mol_weight_g_mol": 253.44
}